*A*
11
Properties=species:S:1:pos:R:3 method="wB97M-V/def2-TZVPD" spin_multiplicity=1 lumo_energy_ev=-0.1 smiles="CC(I)=C=N.I" orbital_gap_ev=8.414
C -1.3524 0.6384 0.8471
C -0.6404 -0.7609 -1.1145
C -0.5347 0.3488 -0.1189
N -2.1836 1.0858 1.6071
I 4.5621 -0.7628 -0.0253
I 1.0543 1.7724 -0.3142
H 0.2282 -0.7757 -1.7679
H -0.7125 -1.7281 -0.6171
H -1.5319 -0.6282 -1.7300
H 3.3180 -0.0661 0.6378
H -2.2072 0.8764 2.5959


*B*
11
Properties=species:S:1:pos:R:3 method="wB97M-V/def2-TZVPD" spin_multiplicity=1 lumo_energy_ev=-0.8 orbital_gap_ev=7.813
C 0.1284 -0.6763 -0.2579
C 0.0855 0.8237 -0.0984
C -0.9705 -0.0251 0.4705
N -2.6040 -0.0863 -0.3946
I -3.4623 -1.8824 0.0662
I -3.6339 1.5984 0.1552
H -0.0772 -1.0698 -1.2411
H 0.8300 -1.2707 0.3112
H 0.7518 1.3012 0.6062
H -0.1323 1.4119 -0.9735
H -1.1841 -0.1426 1.5166


Pick *A*: it beats the second-best structure by 40.3 kcal/mol.


*A*
14
Properties=species:S:1:pos:R:3 method="wB97M-V/def2-TZVPD" spin_multiplicity=1 lumo_energy_ev=0.3 orbital_gap_ev=8.186
C -0.4961 1.0770 -2.6994
C -0.9437 -0.3270 -2.6564
C -0.7854 1.1981 -1.2480
C -1.3289 -0.2241 -1.1834
C 0.4814 -0.6461 2.1800
O -0.2494 0.1182 1.2958
S -2.0272 0.7227 -3.5342
S 0.2666 -0.1082 -0.3391
H 0.2074 1.5478 -3.3755
H -0.4996 -1.1161 -3.1059
H -1.0813 2.1459 -0.8283
H -0.1558 -0.6507 3.1527
H 1.4780 -0.2093 2.3307
H 0.4985 -1.6306 1.7740


*B*
14
Properties=species:S:1:pos:R:3 method="wB97M-V/def2-TZVPD" spin_multiplicity=1 lumo_energy_ev=-0.6 orbital_gap_ev=8.412
C -1.6822 1.5691 0.0456
C 0.1915 -0.5878 -0.5633
C -0.2896 -0.6263 1.0310
C -0.0301 0.8202 1.5752
C 0.3191 1.8084 2.2032
H -2.1556 2.2507 -0.6631
H -1.0287 2.5930 0.6079
H -2.2520 0.8117 0.8219
H -1.4464 -0.8616 1.1812
H 1.2437 -1.5240 1.0553
H 0.8080 2.6557 2.7283
O 0.5386 -1.5858 1.7007
S -0.7878 0.5998 -1.4506
S 1.3796 -1.2961 -1.3674


*C*
14
Properties=species:S:1:pos:R:3 method="wB97M-V/def2-TZVPD" spin_multiplicity=1 lumo_energy_ev=-0.4 smiles="S=C1CSC[C@@H]2O[C@@H]12" orbital_gap_ev=8.401
C -1.4790 -0.2704 0.0508
C -0.5800 -1.3930 0.4805
C 1.6143 0.4104 -0.3285
C 0.2775 1.1376 -0.7492
C -0.5378 0.8231 0.3631
H -0.9876 -2.3862 0.3798
H -0.1547 -1.3443 1.5411
H 2.5064 0.4532 -1.0156
H 1.7796 0.6458 0.7265
H -0.0232 0.8215 -1.7772
H -0.1304 0.6765 1.3133
O -0.3907 2.2107 -0.0062
S -2.9528 -0.3969 -0.5205
S 1.0585 -1.3879 -0.4579


Pick *C*: it beats the second-best structure by 56.4 kcal/mol.


*A*
17
Properties=species:S:1:pos:R:3 method="wB97M-V/def2-TZVPD" spin_multiplicity=1 lumo_energy_ev=-3.1 charge=+1 orbital_gap_ev=12.566
C -1.7175 -0.6116 0.4774
N -1.1098 0.6250 -0.1241
H -1.1100 -1.4477 0.1556
H -1.5715 -0.4866 1.5506
H -2.7799 -0.6893 0.2847
H -0.5283 0.4359 -0.9516
H -0.4694 1.1432 0.5049
H -1.8042 1.2642 -0.5252
H 0.7499 -0.7994 -2.6377
H 0.8930 0.6078 -3.1308
O 0.5969 0.1118 -2.3573
H 1.6494 1.8091 1.1739
H 0.8005 0.9642 2.0628
O 0.7771 1.8197 1.6028
H 1.6178 -1.7591 1.3628
H 2.2897 -1.7545 -0.0101
O 1.7163 -1.2327 0.5613


*B*
17
Properties=species:S:1:pos:R:3 method="wB97M-V/def2-TZVPD" spin_multiplicity=1 lumo_energy_ev=-3.0 charge=+1 orbital_gap_ev=12.469
C 0.2506 -0.1551 1.5737
N 0.1981 0.1165 0.1106
H -0.2677 0.6204 2.1220
H -0.2073 -1.1281 1.7299
H 1.3003 -0.2449 1.8338
H 0.6910 0.9516 -0.2100
H -0.7779 0.0985 -0.2514
H 0.7028 -0.6142 -0.3989
H -0.5755 -2.0122 -2.5972
H -0.0715 -3.1071 -1.7074
O -0.4587 -2.2230 -1.6618
H -2.4365 -0.8662 -1.5032
H -3.0135 0.5253 -1.2785
O -2.3465 -0.0876 -0.9388
H 3.0048 2.3744 0.8201
H 1.9266 3.3429 1.2670
O 2.0809 2.4088 1.0899


Pick *B*: it beats the second-best structure by 6.7 kcal/mol.


*A*
20
Properties=species:S:1:pos:R:3 method="wB97M-V/def2-TZVPD" spin_multiplicity=1 lumo_energy_ev=3.7 charge=-1 orbital_gap_ev=7.380
C -0.5213 -0.1998 0.2767
C 0.0938 -1.3344 1.1369
C 1.1233 -0.7204 2.0982
O 2.0496 0.1323 1.4886
N 0.4900 0.4529 -0.5510
C 0.0770 1.7923 -1.1298
O -0.8832 1.7488 -2.0590
H -0.7301 0.5045 1.1058
H -1.4809 -0.4103 -0.1895
H 0.4648 -2.1490 0.5155
H -0.7661 -1.6654 1.7310
H 1.6689 -1.5763 2.5208
H 0.5809 -0.1922 2.8857
H 1.5847 0.4128 0.6020
H 0.7026 -0.1491 -1.3474
H 1.0183 2.1784 -1.5694
H -0.2658 2.3258 -0.2309
H -1.4713 0.3661 -2.4198
H -1.9110 -1.0271 -2.0319
O -1.8240 -0.4897 -2.8325


*B*
20
Properties=species:S:1:pos:R:3 method="wB97M-V/def2-TZVPD" spin_multiplicity=1 lumo_energy_ev=3.5 charge=-1 orbital_gap_ev=6.972
C -0.4301 -0.6475 2.3817
O 0.4446 -0.6994 3.5130
C 0.2453 -0.2181 1.0908
C -0.6996 0.6132 0.2339
C 0.0477 1.1136 -1.0269
O -0.1018 0.1772 -2.0357
N 0.7320 -1.3821 0.3217
H -0.7830 -1.6789 2.2119
H -1.3557 -0.1533 2.6822
H 1.2706 -1.1167 3.2588
H 1.1396 0.3822 1.3076
H -1.4160 -0.0789 -0.2125
H -1.0994 1.4206 0.8606
H -0.3606 2.0913 -1.3513
H 1.1215 1.1844 -0.7906
H 0.5453 -1.2098 -0.6732
H 0.2336 -2.2082 0.6281
H 0.3588 0.3543 -3.4305
H -0.3401 1.2791 -4.5821
O 0.4473 0.7770 -4.3876


*C*
20
Properties=species:S:1:pos:R:3 method="wB97M-V/def2-TZVPD" spin_multiplicity=1 lumo_energy_ev=3.9 charge=-1 orbital_gap_ev=7.183
C 1.8464 -0.2304 -0.7290
C 0.6961 -0.9653 0.0037
C 0.7156 -1.3915 1.4816
O -0.3922 -2.1528 1.9888
N -0.6235 -0.1933 -0.0213
C -0.6526 1.3877 0.4629
O -0.4235 2.0646 -0.5970
H 2.2022 0.5574 0.0148
H 1.4145 0.3644 -1.7123
H 2.6530 -1.0595 -0.9787
H 0.4201 -1.8201 -0.5426
H 1.6086 -1.9046 1.6988
H 0.8675 -0.5325 2.0601
H -1.2615 -1.8707 1.4909
H -0.8477 -0.1138 -1.0139
H -1.6350 1.4238 0.8753
H 0.0595 1.3322 1.2997
H -1.4243 1.7826 -1.6797
H -2.9918 1.8927 -1.9335
O -2.2314 1.4291 -2.1687


Pick *A*: it beats the second-best structure by 5.9 kcal/mol.


*A*
14
Properties=species:S:1:pos:R:3 method="wB97M-V/def2-TZVPD" spin_multiplicity=1 lumo_energy_ev="-4.7 / -4.7" charge=+1 orbital_gap_ev="8.304 / 8.303"
C -0.1366 1.5300 0.3750
C -0.6636 -0.1596 1.7682
C 1.1353 -0.4976 0.3863
C -0.4893 -0.1831 -1.4449
N 0.4276 0.4814 -0.4886
O 0.2849 -0.9552 1.4271
I -1.8557 -0.5942 3.3428
H -1.1327 1.8099 0.0161
H 1.4600 -1.3794 -0.1762
H 1.9934 -0.0032 0.8624
H -1.2544 -0.7251 -0.8911
H -0.9749 0.5706 -2.0633
H 0.0505 -0.8720 -2.0927
H 1.1555 0.9776 -1.0211


*B*
14
Properties=species:S:1:pos:R:3 method="wB97M-V/def2-TZVPD" spin_multiplicity=1 lumo_energy_ev=-6.0 smiles="C[N+]1=C[C@@H](I)OC1" charge=+1 orbital_gap_ev=7.471
C -0.5249 0.9044 0.6534
C 1.5185 0.8340 -0.3228
C -1.2983 -1.4147 0.2352
C 0.9176 -0.5112 -0.4610
N -0.2868 -0.4096 0.0279
O 0.7585 1.5062 0.5785
I 1.6696 2.0906 -2.4234
H -1.0907 1.5803 0.0577
H -0.8415 1.0662 1.6746
H 2.5927 0.8120 0.1106
H -1.6176 -1.4158 1.3717
H -0.7824 -2.3273 -0.2490
H -2.3332 -1.3424 -0.3035
H 1.3186 -1.3727 -0.9501


Pick *B*: it beats the second-best structure by 81.8 kcal/mol.


*A*
20
Properties=species:S:1:pos:R:3 method="wB97M-V/def2-TZVPD" spin_multiplicity=1 lumo_energy_ev="-1.6 / -1.9" orbital_gap_ev="7.374 / 5.992"
C 1.8621 1.4440 -0.6808
C -0.8782 -3.1300 0.1724
C -1.9008 2.4669 0.6870
C 1.7237 0.0009 -0.2308
N 0.0424 -2.0416 0.4200
P -0.0286 -0.6075 -0.4962
S -0.3774 -1.0139 -2.3803
S -1.2599 3.7294 1.7809
H 2.9044 1.7539 -0.6328
H 1.5148 1.5618 -1.7065
H 1.2783 2.1054 -0.0434
H -1.0387 -3.2031 -0.9032
H -0.4280 -4.0595 0.5275
H -1.8433 -2.9998 0.6706
H -2.0465 2.8964 -0.3000
H -2.8463 2.0979 1.0797
H -1.1892 1.6322 0.6140
H 1.9656 -0.1096 0.8273
H 2.3681 -0.6643 -0.8141
H 0.1774 -1.8595 1.4087


*B*
20
Properties=species:S:1:pos:R:3 method="wB97M-V/def2-TZVPD" spin_multiplicity=1 lumo_energy_ev=0.8 smiles="CCP(S)SC.C=N" orbital_gap_ev=9.420
C -1.9110 -2.3664 -0.2776
C 3.1855 -0.2877 -0.4148
C -0.1906 2.9329 -0.2987
C -2.2419 -0.8576 -0.2767
N 3.0603 -0.1926 0.8286
P -0.5841 0.0424 -0.0044
S -0.0782 -0.8120 1.8346
S -1.4162 1.8681 0.5658
H -1.7882 -2.5584 -1.3423
H -1.0890 -2.6716 0.4500
H -2.8473 -2.9008 -0.0027
H 2.5058 -1.0700 -0.7609
H 1.1976 -0.7270 1.6241
H 3.7534 0.3014 -1.0415
H 0.7802 2.6129 -0.1088
H -0.1043 3.8543 0.1446
H -0.3379 3.2277 -1.3544
H -2.9433 -0.5570 0.5246
H -2.5728 -0.3941 -1.2520
H 3.6218 0.5553 1.1623


Pick *B*: it beats the second-best structure by 9.1 kcal/mol.


*A*
8
Properties=species:S:1:pos:R:3 method="wB97M-V/def2-TZVPD" spin_multiplicity=1 lumo_energy_ev="-3.1 / -3.1" orbital_gap_ev="6.324 / 6.290"
C 0.6162 0.6366 0.9868
N -0.3336 0.2855 1.5594
N 1.8290 0.7791 0.4787
O 1.1837 -0.4030 -3.0550
O 1.9390 0.5376 -0.8318
S 0.7051 -0.0180 -1.7393
I -2.8438 -0.9000 0.4724
H -3.0956 -0.9178 2.1290


*B*
8
Properties=species:S:1:pos:R:3 method="wB97M-V/def2-TZVPD" spin_multiplicity=1 lumo_energy_ev="-2.7 / -2.7" orbital_gap_ev="6.949 / 6.968"
C -1.1914 -0.2125 -0.0125
N 0.0870 1.8347 0.1730
N -0.1770 -1.0257 -0.1596
O 2.3570 2.0831 -0.0544
O 1.0986 -0.7604 -0.3722
S 1.4084 1.1212 0.5361
I -3.0980 -1.0605 0.2709
H -0.4846 -1.9800 -0.3812


Pick *A*: it beats the second-best structure by 60.1 kcal/mol.